2 unconnected molecules or ions with the total composition C2H5FOS, computed with the ωB97M-V functional and the def2-TZVPD basis.

```
10
Properties=species:S:1:pos:R:3:nbo_charge:R:1
C -0.60795 0.70630 -0.40768 -0.732
C 0.74860 0.52214 -0.39950 0.415
O 1.47579 0.56598 0.54225 -0.515
F -0.36279 3.26208 -2.32297 -0.560
S 0.85448 2.69615 -3.27732 0.521
H -1.08903 0.40580 0.45413 0.245
H -0.83827 1.82116 -0.55201 0.280
H -1.06942 0.24783 -1.36879 0.219
H -0.10601 1.81579 -3.67826 0.039
H 1.23968 0.28185 -1.35970 0.087
```

The net charge is 0. The frontier orbital gap (alpha / beta) is 8.08 / 7.07 eV. The energy relative to the best compared isomer or geometry (same formula, charge and spin) comes out at 20.50 kcal/mol. The total energy comes out at -17750.44815 eV. As for the spin multiplicity: 3.